Entry 1:
Density functional theory data (the ωB97M-V functional and the def2-TZVPD basis) for a structure of composition C14H18BiI2O4SY.

The geometry in XYZ format:
```
41
Properties=species:S:1:pos:R:3
Bi 0.34 -1.53 0.20
I 1.59 -3.87 -0.29
I 1.75 3.81 -0.28
Y 0.63 1.37 0.20
S 1.58 0.02 -1.91
O -2.43 -2.43 -2.09
O -1.50 2.53 2.83
O -1.82 -2.59 2.54
O -2.42 2.65 -1.74
C -0.80 0.26 -3.64
C 0.42 -0.06 3.41
C 1.55 1.12 -4.10
C 0.74 -1.27 5.41
C 0.80 1.23 5.39
C -1.34 0.02 5.24
C -1.63 2.11 -1.14
C -1.27 -2.04 1.72
C 0.70 0.00 2.19
C 0.14 -0.02 4.82
C -1.63 -1.94 -1.43
C 0.70 -0.02 -3.49
C -1.00 2.09 1.85
C 1.09 -1.42 -3.98
H 0.55 -2.21 -3.45
H 1.80 -1.37 5.12
H 0.86 -1.45 -5.04
H 0.30 2.13 4.99
H 0.68 -1.33 6.51
H 0.21 -2.16 5.01
H -1.42 0.01 -2.77
H 0.75 1.29 6.49
H 1.35 2.06 -3.58
H -1.90 -0.87 4.89
H -0.96 1.31 -3.90
H -1.44 0.03 6.35
H 1.85 1.28 5.09
H 2.17 -1.57 -3.81
H 1.30 1.19 -5.15
H -1.15 -0.36 -4.47
H -1.87 0.91 4.87
H 2.62 0.87 -3.96
```

max |F|	8.81	eV Å⁻¹
Kohn-Sham gap (alpha / beta)	3.708 / 3.645	eV
E_HOMO (alpha / beta)	-21.95 / -21.95	eV
energy above the lowest of the compared OMol25 structures with the same formula, charge and spin	115.0	kcal/mol
total energy	-2089.8463	a.u.
charge	+4
lowest unoccupied orbital energy (alpha / beta)	-18.2 / -18.3	eV

Atom-resolved charges from Mulliken, all expressed in e: 1.395, 0.275, 0.184, 0.435, 0.063, -0.020, -0.057, 0.029, 0.003, -1.285, 0.496, -1.716, -1.573, -1.470, -1.195, 0.171, 0.179, -1.595, 1.967, 0.145, 1.300, 0.354, -1.376, 0.353, 0.401, 0.479, 0.359, 0.428, 0.385, 0.093, 0.436, 0.468, 0.370, 0.449, 0.399, 0.411, 0.485, 0.436, 0.376, 0.345, 0.617

Entry 2:
Density functional theory data (the ωB97M-V functional and the def2-TZVPD basis) for a structure of composition C14H18Cl2HfN2.

The geometry in XYZ format:
```
37
Properties=species:S:1:pos:R:3
Hf 1.34 -0.39 -0.51
Cl 0.80 -2.66 -0.89
Cl 2.21 1.33 0.92
N 0.03 -1.98 3.57
N 0.22 -0.84 1.69
C -0.74 2.01 3.97
C 0.69 0.51 -2.31
C -0.74 1.27 5.17
C 0.35 -2.03 2.28
C -0.31 0.01 2.69
C 3.23 -0.64 -1.32
C -1.75 0.85 -2.27
C -1.81 -0.08 -3.48
C -0.39 -0.71 3.90
C 0.68 -0.53 -3.51
C -0.34 0.93 -1.66
C -0.54 -0.18 -4.35
C -0.57 -0.11 5.14
C -0.54 1.39 2.72
H 1.69 1.16 -2.47
H 1.61 -0.55 -4.11
H 0.59 -1.56 -3.13
H -0.33 0.79 -4.82
H 0.08 -2.78 4.27
H -2.10 -1.09 -3.13
H -0.57 -0.74 6.03
H 0.71 -2.95 1.79
H -2.61 0.30 -4.12
H -0.53 1.94 1.79
H -0.71 -0.94 -5.12
H -0.88 3.10 4.02
H 3.16 -1.26 -2.35
H 3.58 0.47 -1.58
H -0.88 1.79 6.11
H -0.25 1.73 -0.85
H -1.90 1.91 -2.57
H -2.49 0.53 -1.50
```

max |F|	8.80	eV Å⁻¹
Kohn-Sham gap (alpha / beta)	4.988 / 4.925	eV
E_HOMO (alpha / beta)	-6.10 / -6.06	eV
energy above the lowest of the compared OMol25 structures with the same formula, charge and spin	67.4	kcal/mol
total energy	-1622.1239	a.u.
lowest unoccupied orbital energy (alpha / beta)	-1.1 / -1.1	eV

Atom-resolved charges from Mulliken, all expressed in e: 0.846, -0.578, -0.472, -0.053, -0.279, -0.706, 0.352, -0.408, -0.341, 0.399, -0.692, -0.619, -0.627, 0.363, -0.644, -0.619, -0.832, -0.848, -0.193, 0.424, 0.354, 0.276, 0.334, 0.285, 0.324, 0.336, 0.391, 0.301, 0.305, 0.376, 0.363, 0.199, 0.154, 0.366, 0.540, 0.349, 0.274

Entry 3:
Density functional theory data (the ωB97M-V functional and the def2-TZVPD basis) for a structure of composition C14H18ClCrTi.

The geometry in XYZ format:
```
35
Properties=species:S:1:pos:R:3
Cr -0.19 0.31 0.09
Ti 0.53 0.20 -2.81
Cl -0.39 2.08 -1.37
C 0.91 1.42 4.12
C 0.60 -1.51 -1.87
C 1.54 0.75 5.19
C 0.79 0.73 2.85
C 1.28 -0.59 2.72
C -2.03 -0.29 0.68
C 2.45 0.73 -3.29
C -0.38 2.67 1.93
C 0.14 1.40 1.78
C 1.89 -1.22 3.80
C 2.02 -0.54 5.03
C -0.75 0.02 -4.39
C -0.27 3.34 3.18
C 0.37 2.73 4.24
H -1.17 -1.00 -4.41
H -2.63 0.63 0.80
H -0.22 0.22 -5.34
H 1.63 1.28 6.14
H 0.47 3.25 5.20
H -2.51 -0.95 -0.06
H -0.88 3.17 1.11
H 2.57 0.84 -4.38
H 3.14 -0.05 -2.92
H -1.96 -0.80 1.65
H -0.69 4.35 3.27
H 2.50 -1.05 5.87
H 2.26 -2.23 3.70
H -0.31 -2.07 -1.58
H 1.50 -1.88 -1.34
H 1.17 -1.11 1.75
H -1.56 0.76 -4.25
H 2.67 1.69 -2.79
```

2S+1	4
max |F|	2.48	eV Å⁻¹
Kohn-Sham gap (alpha / beta)	6.935 / 8.133	eV
E_HOMO (alpha / beta)	-8.01 / -8.27	eV
energy above the lowest of the compared OMol25 structures with the same formula, charge and spin	0.0	kcal/mol
total energy	-2898.2428	a.u.
lowest unoccupied orbital energy (alpha / beta)	-1.1 / -0.1	eV

Atom-resolved charges from Mulliken, all expressed in e: 0.378, 0.158, -0.351, 0.914, -1.200, -0.737, 1.588, -0.454, -1.120, -0.983, -0.179, -0.121, -0.803, -0.535, -0.955, -0.669, -0.834, 0.260, 0.277, 0.324, 0.352, 0.327, 0.381, 0.297, 0.337, 0.262, 0.341, 0.359, 0.368, 0.380, 0.443, 0.398, 0.234, 0.276, 0.286

Entry 4:
Density functional theory data (the ωB97M-V functional and the def2-TZVPD basis) for a structure of composition C14H18ClN2O5PPbS.

The geometry in XYZ format:
```
43
Properties=species:S:1:pos:R:3
Pb 1.83 1.00 -2.61
Cl 5.11 2.41 1.48
S -3.19 3.61 0.70
P 2.70 -1.32 -1.55
O 3.88 -2.45 -1.34
O 3.10 -0.44 -2.78
O 1.34 -2.18 -1.96
O -5.30 1.42 0.61
O -1.96 -3.00 -1.28
N 0.02 -0.69 0.11
N -0.46 2.33 0.35
C -3.80 -0.60 0.34
C -2.33 -4.41 -1.37
C 1.04 0.25 0.13
C -1.23 -0.14 0.24
C -2.87 1.81 0.51
C -1.43 1.34 0.36
C 0.77 1.72 0.25
C -4.02 0.90 0.50
C 2.43 3.01 1.76
C -2.43 -1.08 0.23
C -2.15 -2.62 0.09
C 2.03 2.69 0.26
C 3.55 2.07 2.35
C 2.51 -0.34 0.01
H -5.63 1.51 -0.31
H -1.91 -4.88 -2.30
H -1.18 -2.85 0.64
H 3.32 0.42 0.17
H -4.64 -1.34 0.29
H 1.65 3.66 -0.20
H 3.67 -3.16 -2.00
H -3.28 4.16 -0.56
H 1.51 2.84 2.40
H 2.87 2.32 -0.39
H 0.62 -1.61 -2.31
H 3.69 2.34 3.44
H -3.46 -4.46 -1.38
H 2.62 -1.09 0.86
H -2.96 -3.25 0.56
H -1.92 -4.99 -0.49
H 2.68 4.10 1.88
H 3.22 1.00 2.30
```

max |F|	7.32	eV Å⁻¹
Kohn-Sham gap	4.798	eV
E_HOMO	-14.21	eV
total energy	-2421.8867	a.u.
charge	+2
lowest unoccupied orbital energy	-9.4	eV

Atom-resolved charges from Mulliken, all expressed in e: 1.264, -0.160, -0.147, 0.753, -0.456, -0.502, -0.343, -0.452, -0.311, -0.073, -0.432, -0.597, -0.738, -0.475, 0.091, 0.152, 0.440, 0.594, -0.071, -0.795, 0.389, -0.788, -0.482, -0.377, -0.375, 0.362, 0.252, 0.249, -0.008, 0.456, 0.351, 0.386, 0.185, 0.340, 0.364, 0.334, 0.381, 0.301, 0.446, 0.543, 0.341, 0.391, 0.217

Entry 5:
Density functional theory data (the ωB97M-V functional and the def2-TZVPD basis) for a cluster of 6 separate species, C14H18F4N2O16 in total.

The geometry in XYZ format:
```
54
Properties=species:S:1:pos:R:3
F 0.14 1.71 4.85
F 5.68 -4.07 -2.60
F -2.94 0.33 -5.86
F -1.84 4.21 -1.95
O 4.83 -1.62 0.65
O -3.23 -0.07 6.00
O 3.74 -1.80 -1.30
O 1.08 -3.75 3.29
O -1.92 0.26 -3.85
O 1.30 -1.70 3.94
O 0.22 0.67 -0.75
O -1.42 -1.80 -4.43
O 4.88 -3.53 -0.54
O -0.35 6.69 0.77
O -0.70 -0.21 0.95
O -1.41 4.71 0.82
O -2.14 -1.32 -2.33
O -0.05 5.16 -0.86
O -1.68 0.42 4.48
O -2.72 2.10 5.52
N 0.66 -2.63 3.52
N -0.11 -0.28 -0.10
C -0.61 5.65 0.28
C 3.70 -2.73 -2.37
C -1.73 0.34 -5.25
C 0.26 -1.63 -0.58
C 4.55 -3.90 -1.86
C -2.63 0.75 5.38
C -2.02 2.68 4.42
C 4.48 -2.26 -0.28
C -1.87 -1.01 -3.45
C -0.70 3.97 -1.21
C -1.00 -0.98 -5.51
C -1.19 3.47 0.15
C -0.81 -2.40 3.28
C -1.01 1.59 4.10
H -0.40 2.92 0.66
H -2.70 2.80 3.58
H 4.10 -2.24 -3.26
H 4.00 -4.84 -1.85
H 0.09 -0.95 -5.54
H -0.90 -1.33 3.21
H -1.35 -1.32 -6.49
H -1.18 1.23 -5.50
H 0.34 -1.59 -1.66
H 2.66 -3.06 -2.46
H -1.35 -2.85 4.10
H -1.50 3.60 4.65
H -2.12 2.93 0.02
H -0.65 1.60 3.07
H -0.51 -2.35 -0.34
H -1.09 -2.93 2.38
H 1.20 -1.92 -0.11
H -0.07 3.30 -1.78
```

max |F|	1.65	eV Å⁻¹
Kohn-Sham gap	10.648	eV
E_HOMO	-11.05	eV
energy above the lowest of the compared OMol25 structures with the same formula, charge and spin	0.0	kcal/mol
SMILES	O=C1OC[C@@H](F)O1.O=C1OC[C@@H](F)O1.O=C1OC[C@@H](F)O1.O=C1OC[C@@H](F)O1.C[N+](=O)[O-].C[N+](=O)[O-]
total energy	-2256.9573	a.u.
lowest unoccupied orbital energy	-0.4	eV

Atom-resolved charges from Mulliken, all expressed in e: -0.325, -0.302, -0.282, -0.327, -0.495, -0.526, -0.338, -0.598, -0.270, -0.533, -0.588, -0.335, -0.336, -0.503, -0.586, -0.315, -0.556, -0.347, -0.248, -0.346, 0.980, 1.158, 0.539, -0.256, 0.237, -0.848, 0.286, 0.523, -0.386, 0.719, 0.731, 0.430, -0.414, -0.260, -0.298, 0.683, 0.188, 0.271, 0.287, 0.263, 0.288, -0.064, 0.291, 0.335, 0.137, 0.202, 0.335, 0.361, 0.293, -0.065, 0.371, 0.250, 0.299, 0.289

Entry 6:
Density functional theory data (the ωB97M-V functional and the def2-TZVPD basis) for a structure of composition C14H18F6N3O6PPdS4Se.

The geometry in XYZ format:
```
54
Properties=species:S:1:pos:R:3
Pd -0.28 0.30 -0.73
Se -2.13 -3.04 -1.84
S 0.45 1.16 1.25
S -2.77 -0.87 -1.78
S -3.06 -1.05 1.01
S 1.54 1.21 -1.60
P 1.26 2.80 0.30
F -3.62 -5.06 -2.73
F -4.25 0.03 3.05
F -4.90 -3.53 -1.91
F -3.00 1.42 1.96
F -4.05 -3.29 -3.87
F -4.90 0.81 1.14
O -4.14 -0.85 -2.18
O -0.06 3.61 -0.23
O -2.01 -1.43 1.92
O 1.70 3.78 1.55
O -4.12 -1.97 0.75
O -1.81 -0.16 -2.59
N 0.42 -2.55 0.64
N -2.47 -0.35 -0.28
N 1.36 -2.57 -1.28
C 0.79 4.11 2.61
C 1.59 -3.26 0.81
C 0.82 5.57 -1.38
C 2.21 -3.27 -0.44
C 1.65 -2.28 -2.67
C -0.01 4.31 -1.47
C 1.38 5.25 3.40
C 0.27 -2.11 -0.63
C 3.40 -4.51 1.70
C -3.84 0.40 1.84
C 4.01 -4.52 0.45
C 3.43 -3.90 -0.64
C -3.80 -3.72 -2.63
C 2.18 -3.88 1.91
H 0.80 6.11 -2.33
H 1.66 -3.19 -3.26
H 0.38 3.63 -2.24
H 2.61 -1.77 -2.75
H 3.88 -5.01 2.53
H 0.64 3.23 3.24
H 0.71 5.53 4.21
H -0.27 -2.32 1.35
H 1.86 5.33 -1.14
H -0.18 4.38 2.18
H 3.90 -3.90 -1.62
H 0.43 6.23 -0.60
H 2.34 4.97 3.82
H 1.70 -3.87 2.88
H 4.96 -5.02 0.33
H -1.05 4.54 -1.72
H 0.87 -1.61 -3.04
H 1.53 6.12 2.76
```

2S+1	2
max |F|	0.52	eV Å⁻¹
Kohn-Sham gap (alpha / beta)	6.461 / 6.985	eV
E_HOMO (alpha / beta)	-4.10 / -4.85	eV
energy above the lowest of the compared OMol25 structures with the same formula, charge and spin	30.2	kcal/mol
total energy	-6222.7235	a.u.
charge	-1
lowest unoccupied orbital energy (alpha / beta)	2.4 / 2.1	eV

Atom-resolved charges from Mulliken, all expressed in e: 0.694, 0.185, -0.390, 0.956, 0.914, -0.582, 0.415, -0.243, -0.227, -0.161, -0.212, -0.218, -0.242, -0.552, -0.261, -0.883, -0.355, -0.616, -0.735, 0.498, -0.381, 0.456, -0.072, 0.187, -1.096, 0.641, -1.292, -0.199, -1.291, -0.401, -0.547, 0.591, -0.543, -0.780, 0.439, -0.520, 0.417, 0.326, 0.280, 0.358, 0.379, 0.283, 0.377, 0.107, 0.282, 0.288, 0.432, 0.248, 0.303, 0.435, 0.379, 0.268, 0.359, 0.302

- total energy of number 6 (C14H18F6N3O6PPdS4Se)?
  -6222.7235 a.u.